Molecular formula: C42H59Cl3N6OPSV
Method: DFT, ωB97M-V with the def2-TZVPD basis set

```
114
Properties=species:S:1:pos:R:3:forces:R:3
V -0.9242 -1.6789 -0.8966 0.234 -0.611 0.322
C -2.2826 -3.3394 1.3063 -0.142 0.034 0.050
C -1.2433 -2.4533 1.9676 0.054 -0.036 0.086
N -1.0955 -1.2031 1.2098 0.047 0.267 -0.150
C -2.1758 -0.2353 1.4348 0.020 0.081 0.040
C -3.1267 -0.0644 0.2819 -0.160 0.142 0.136
C -4.2234 0.7738 0.4495 0.061 -0.041 -0.064
C -5.1272 0.9072 -0.5846 0.024 -0.004 0.042
C -4.9395 0.1507 -1.7312 0.107 -0.059 0.015
C -3.8258 -0.6635 -1.8312 -0.076 0.080 -0.055
C -3.6621 -1.5629 -3.0290 -0.129 0.090 -0.154
N -3.0726 -2.8336 -2.6518 0.081 -0.007 0.021
C -3.8282 -3.6120 -1.6777 -0.141 -0.032 -0.003
C -2.8989 -4.4317 -0.8002 -0.018 -0.097 0.002
N -1.9124 -3.6019 -0.0899 0.181 0.158 -0.050
N -2.9012 -0.7289 -0.8557 0.128 0.026 0.087
H -3.2572 -2.8391 1.3094 0.014 -0.014 0.010
H -2.3959 -4.2723 1.8709 0.009 0.062 0.012
H -0.2673 -2.9438 1.9763 -0.032 -0.034 0.001
H -1.5276 -2.2477 3.0058 0.014 -0.072 -0.029
H -0.2265 -0.7211 1.4492 0.017 -0.073 0.013
H -1.7046 0.7326 1.6280 -0.049 -0.016 0.001
H -2.7561 -0.5069 2.3229 0.012 0.024 0.005
H -4.3484 1.3028 1.3843 -0.027 0.023 0.019
H -5.9847 1.5585 -0.4893 -0.020 0.020 0.008
H -5.6565 0.1689 -2.5395 -0.022 0.015 -0.005
H -3.0077 -1.0852 -3.7641 -0.024 0.014 0.019
H -4.6519 -1.6553 -3.4995 0.073 -0.032 0.013
H -2.8899 -3.3810 -3.4831 0.032 -0.028 0.016
H -4.5548 -4.2821 -2.1530 0.000 0.017 0.037
H -4.4074 -2.9279 -1.0530 0.034 -0.008 0.002
H -2.3561 -5.1621 -1.4033 -0.052 0.070 -0.038
H -3.4993 -5.0010 -0.0825 0.027 -0.034 -0.023
H -1.0188 -4.0894 -0.0900 -0.041 -0.067 0.050
Cl 4.2779 -0.9724 -5.8399 -0.013 0.000 -0.007
C 3.3260 -0.9891 -4.3942 -0.082 -0.034 -0.042
C 1.9925 -1.3637 -4.4467 0.238 0.085 0.147
C 1.2851 -1.3516 -3.2644 -0.226 -0.054 -0.164
Cl -0.3993 -1.8517 -3.3075 0.211 0.014 -0.252
C 1.7766 -0.9712 -2.0085 0.153 -0.032 -0.215
O 1.0285 -0.9329 -0.9388 -0.520 0.189 0.045
C 3.1472 -0.6546 -2.0259 0.151 -0.007 -0.067
Cl 3.9599 -0.2795 -0.5375 -0.051 0.108 0.055
C 3.9054 -0.6494 -3.1840 -0.045 -0.006 0.022
H 1.5252 -1.6572 -5.3741 -0.003 -0.009 -0.046
H 4.9522 -0.3865 -3.1328 0.008 0.002 -0.017
N 2.1543 -2.6209 0.9396 -0.002 -0.152 0.131
C 1.9363 -3.7721 0.2497 -0.054 0.263 0.047
N 1.0060 -3.8758 -0.6556 0.006 0.107 0.008
C 1.0199 -5.1496 -1.2104 -0.003 -0.039 -0.073
C 0.2042 -5.5744 -2.2557 0.001 0.025 0.000
C 0.3200 -6.8748 -2.7084 0.060 -0.117 -0.001
C 1.2426 -7.7542 -2.1378 -0.049 0.025 -0.030
C 2.0729 -7.3404 -1.1107 0.003 -0.023 -0.017
C 1.9542 -6.0346 -0.6610 -0.008 0.013 0.029
S 2.8709 -5.2082 0.5723 0.020 -0.095 -0.046
H 1.8762 -1.7895 0.4110 -0.031 0.020 0.038
H 3.0338 -2.5400 1.4243 0.006 -0.024 0.004
H -0.4827 -4.8758 -2.7176 0.009 0.022 0.003
H -0.2996 -7.2163 -3.5264 -0.017 -0.002 -0.013
H 1.3203 -8.7660 -2.5093 -0.001 -0.020 -0.012
H 2.7989 -8.0180 -0.6833 0.015 0.000 0.022
C -2.0547 5.3444 2.8302 -0.008 0.062 -0.021
C -2.6364 4.5000 1.7036 -0.038 0.001 0.001
C -1.5132 3.8286 0.9026 0.042 -0.039 -0.035
C -0.3034 3.4501 1.7876 -0.025 0.098 -0.143
C -0.7907 3.1676 3.2101 0.043 -0.089 0.025
C -1.3261 4.4548 3.8493 0.020 0.001 0.087
P 0.5750 2.0015 1.0477 -0.061 -0.182 0.200
C 2.1644 1.8466 1.9965 0.158 0.085 -0.165
C 2.0627 0.8035 3.1163 -0.111 -0.062 0.080
C 3.4077 0.6825 3.8230 0.042 -0.048 -0.036
C 3.7610 1.9831 4.5648 0.048 0.017 0.052
C 2.9967 3.1867 4.0087 -0.044 0.086 0.047
C 2.8784 3.1339 2.4883 0.033 -0.001 -0.022
C 1.1724 2.5528 -0.6196 0.069 0.070 0.008
C 0.1353 2.3660 -1.7330 -0.104 -0.071 0.099
C 0.8133 2.3989 -3.1120 -0.005 -0.085 -0.051
C 2.0330 3.3314 -3.1300 0.059 -0.028 -0.027
C 1.8305 4.4810 -2.1536 -0.018 0.064 -0.023
C 1.8021 3.9583 -0.7111 0.046 -0.060 0.095
H -2.8334 5.9253 3.3253 -0.006 0.003 -0.002
H -1.3603 6.0709 2.3988 0.008 -0.003 -0.004
H -3.2557 5.1036 1.0386 0.000 0.013 -0.002
H -3.3001 3.7422 2.1332 -0.003 -0.019 0.016
H -1.1792 4.4982 0.1066 0.007 0.017 0.010
H -1.9031 2.9355 0.3982 -0.019 -0.004 0.005
H 0.3683 4.3118 1.8437 0.014 -0.005 -0.029
H 0.0027 2.7494 3.8321 -0.037 0.023 -0.035
H -1.5792 2.4077 3.1755 -0.014 -0.009 -0.005
H -0.4933 5.0068 4.2915 -0.010 0.011 0.003
H -1.9975 4.2000 4.6727 0.004 -0.014 -0.012
H 2.8122 1.3850 1.2434 -0.045 0.029 0.000
H 1.7616 -0.1591 2.6900 0.023 -0.015 -0.026
H 1.2891 1.0669 3.8457 -0.002 -0.011 -0.034
H 4.1690 0.4698 3.0650 0.001 -0.015 -0.007
H 3.4141 -0.1638 4.5121 -0.015 0.003 0.002
H 4.8342 2.1682 4.4880 0.010 -0.009 0.003
H 3.5452 1.8761 5.6296 -0.009 0.019 0.001
H 3.4908 4.1121 4.3109 -0.004 -0.006 -0.014
H 1.9961 3.2290 4.4488 0.012 -0.014 -0.002
H 3.8830 3.1705 2.0564 0.011 -0.022 0.016
H 2.3779 4.0323 2.1297 -0.029 0.020 -0.014
H 1.9631 1.8162 -0.8104 -0.028 -0.035 -0.006
H -0.6132 3.1590 -1.6663 -0.005 0.011 -0.016
H -0.4030 1.4202 -1.5949 0.038 0.051 -0.023
H 0.0886 2.7257 -3.8618 -0.014 0.003 0.001
H 1.1217 1.3885 -3.3967 0.000 0.048 0.003
H 2.2120 3.6992 -4.1410 -0.010 0.003 -0.006
H 2.9329 2.7768 -2.8441 0.004 -0.003 0.011
H 0.8889 4.9870 -2.3882 -0.011 -0.003 -0.007
H 2.6144 5.2327 -2.2575 0.005 -0.008 -0.006
H 1.2658 4.6696 -0.0795 -0.040 0.017 0.010
H 2.8226 3.9143 -0.3232 0.003 -0.011 0.017
```
Forces are in eV/Å.

HOMO level (spin up / spin down) (eV): -10.1 / -10.2
Total energy (eV): -138878.740
Spin multiplicity: 4
Relative energy (zero: lowest compared OMol25 entry of this formula, charge and spin) (kJ/mol): 0.0
Max |F| (eV/A): 0.73
Net charge: +1

Here are the Mulliken charges for atoms 1 to 6, given in e: number 1, V, carries 0.71; number 2, C, carries -0.92; number 3, C, carries -1.17; number 4, N, carries 0.78; number 5, C, carries -0.49; number 6, C, carries 0.53